The following is a DFT calculation (ωB97M-V with the def2-TZVPD basis set) of C5H7N as an isolated structure in a non-equilibrium geometry.

Geometry (Å):
1 N 1.825 -0.843 1.630
2 C 1.129 -0.403 0.712
3 C 1.033 0.271 -0.632
4 C -0.315 0.927 -0.553
5 C -0.039 -0.987 1.552
6 C -1.348 0.616 -1.319
7 H 1.044 -0.516 -1.399
8 H 1.820 0.990 -0.896
9 H -0.428 1.616 0.285
10 H -0.523 -0.568 2.457
11 H -0.425 -2.018 1.446
12 H -1.260 -0.125 -2.110
13 H -2.318 1.073 -1.160

**Molecular weight**: 81.12 g/mol
**Kohn-Sham gap**: 10.257 eV
**Relative energy (zero: lowest compared OMol25 entry of this formula, charge and spin)**: 353.9 kJ/mol
**Energy**: -249.338445 Eh

---

The following is a DFT calculation (ωB97M-V with the def2-TZVPD basis set) of C23H18N4OPd as an isolated structure in a non-equilibrium geometry.

Geometry (Å):
1 Pd 0.217 0.404 -0.483
2 O 3.837 2.273 -0.109
3 C 2.769 1.863 -0.498
4 N 2.194 0.712 -0.057
5 C 2.813 0.036 1.048
6 C 1.864 -0.792 1.854
7 C 2.289 -1.480 2.962
8 C 1.369 -1.987 3.872
9 C 0.026 -1.596 3.735
10 C -0.379 -0.938 2.624
11 N 0.488 -0.790 1.524
12 C 1.922 2.573 -1.507
13 C 2.414 3.650 -2.216
14 C 1.586 4.264 -3.145
15 C 0.300 3.779 -3.327
16 C -0.121 2.698 -2.571
17 N 0.676 2.117 -1.676
18 H 3.264 0.780 1.721
19 H 3.661 -0.590 0.730
20 H 3.350 -1.541 3.166
21 H 1.696 -2.563 4.727
22 H -0.680 -1.780 4.534
23 H -1.378 -0.546 2.501
24 H 3.425 3.983 -2.024
25 H 1.943 5.105 -3.725
26 H -0.374 4.225 -4.044
27 H -1.111 2.280 -2.698
28 C -4.184 1.208 -0.100
29 C -4.596 -0.049 0.317
30 C -3.656 -1.055 0.480
31 C -2.324 -0.776 0.203
32 N -1.926 0.469 -0.134
33 C -2.831 1.437 -0.279
34 C -1.283 -1.813 0.021
35 C -1.608 -2.931 -0.732
36 C -0.625 -3.728 -1.304
37 C 0.706 -3.359 -1.183
38 C 1.070 -2.316 -0.355
39 C 0.094 -1.567 0.336
40 H -4.896 2.000 -0.280
41 H -5.641 -0.249 0.510
42 H -3.943 -2.043 0.812
43 H -2.455 2.418 -0.538
44 H -2.651 -3.137 -0.936
45 H -0.905 -4.599 -1.880
46 H 1.470 -3.917 -1.706
47 H 2.120 -2.131 -0.171

**Net charge**: +2
**Molecular weight**: 472.84 g/mol
**Kohn-Sham gap**: 6.639 eV
**Relative energy (zero: lowest compared OMol25 entry of this formula, charge and spin)**: 183.4 kJ/mol
**Energy**: -1308.804638 Eh

---

The following is a DFT calculation (ωB97M-V with the def2-TZVPD basis set) of a 2-piece molecular cluster, C27H38Br2P overall in a non-equilibrium geometry.

Geometry (Å):
1 C -3.282 -4.110 -0.782
2 C -1.957 -3.349 -0.882
3 C -2.114 -1.870 -0.520
4 C -0.822 -1.049 -0.676
5 P 0.541 -1.700 0.364
6 C 2.138 -0.898 -0.013
7 C 3.164 -1.825 -0.685
8 C 3.655 -2.962 0.213
9 C 4.769 -3.786 -0.442
10 C 0.125 -1.073 2.046
11 C 1.014 -1.654 3.160
12 C 0.728 -1.037 4.541
13 C 1.011 0.462 4.613
14 H -3.163 -5.132 -1.151
15 H -3.632 -4.165 0.256
16 H -4.059 -3.622 -1.380
17 H -1.210 -3.816 -0.222
18 H -1.567 -3.429 -1.905
19 H -2.893 -1.428 -1.161
20 H -2.479 -1.797 0.512
21 H -0.478 -1.084 -1.720
22 H -0.999 0.005 -0.435
23 H 1.933 -0.059 -0.676
24 H 2.559 -0.471 0.911
25 H 2.733 -2.252 -1.601
26 H 4.028 -1.217 -1.000
27 H 4.026 -2.539 1.155
28 H 2.814 -3.624 0.468
29 H 5.140 -4.542 0.258
30 H 4.412 -4.305 -1.339
31 H 5.613 -3.148 -0.726
32 H 0.161 0.028 2.036
33 H -0.922 -1.370 2.237
34 H 0.851 -2.738 3.233
35 H 2.077 -1.512 2.915
36 H -0.324 -1.222 4.790
37 H 1.332 -1.568 5.287
38 H 0.855 0.828 5.634
39 H 2.045 0.689 4.324
40 H 0.338 1.020 3.952
41 Br 3.815 0.998 -5.837
42 C 2.794 1.396 -4.299
43 C 3.416 1.465 -3.043
44 C 2.643 1.683 -1.903
45 C 1.222 1.765 -1.973
46 C 0.415 1.812 -0.767
47 C -0.803 2.518 -0.793
48 C -1.507 2.956 0.325
49 C -2.827 3.533 0.283
50 C -3.422 4.037 1.473
51 C -4.738 4.483 1.498
52 C -5.502 4.470 0.317
53 Br -7.300 5.052 0.354
54 C -4.927 4.028 -0.886
55 C -3.609 3.575 -0.908
56 C 0.636 1.782 -3.265
57 C 1.408 1.598 -4.411
58 H 4.493 1.336 -2.960
59 H 3.138 1.795 -0.934
60 H 0.888 1.607 0.200
61 H -1.172 2.833 -1.772
62 H -1.002 2.935 1.298
63 H -2.833 4.042 2.392
64 H -5.185 4.840 2.421
65 H -5.518 4.036 -1.794
66 H -3.184 3.213 -1.842
67 H -0.441 1.941 -3.368
68 H 0.937 1.594 -5.390

**Net charge**: +1
**Molecular weight**: 553.38 g/mol
**Kohn-Sham gap**: 4.056 eV
**Energy**: -6540.703216 Eh

---

The following is a DFT calculation (ωB97M-V with the def2-TZVPD basis set) of C5H6N2O2S in the gas phase.

Geometry (Å):
1 C 0.694 -1.500 1.694
2 C -0.156 -1.157 0.495
3 C -1.044 0.060 -1.273
4 C -0.134 0.099 -0.214
5 C 0.670 1.279 0.030
6 H 1.747 -1.401 1.479
7 H 0.455 -2.519 1.992
8 H 0.506 -0.792 2.522
9 H -1.976 0.952 -2.897
10 H -0.773 1.922 -2.008
11 H 1.973 2.049 1.120
12 N -0.971 -2.066 0.053
13 N -1.296 1.051 -2.150
14 O 1.508 1.194 1.078
15 O 0.609 2.313 -0.639
16 S -1.812 -1.482 -1.281

**Molecular weight**: 158.18 g/mol
**Kohn-Sham gap**: 9.381 eV
**Relative energy (zero: lowest compared OMol25 entry of this formula, charge and spin)**: 0.0 kJ/mol
**Energy**: -852.352714 Eh

---

The following is a DFT calculation (ωB97M-V with the def2-TZVPD basis set) of a 2-piece molecular cluster, C7H13Cl2N2O overall in a non-equilibrium geometry.

Geometry (Å):
1 C -0.538 -2.706 1.392
2 C -0.590 -1.100 1.310
3 Cl -2.375 -0.676 1.140
4 C 0.163 -0.561 0.013
5 Cl -0.572 0.950 -0.674
6 C 1.717 -0.452 0.263
7 N 2.334 -0.572 1.486
8 C 3.736 -0.434 1.152
9 C 3.851 -0.195 -0.289
10 N 2.516 -0.229 -0.834
11 H -1.567 -3.118 1.183
12 H 0.159 -3.087 0.584
13 H -0.186 -3.056 2.409
14 H -0.199 -0.679 2.283
15 H 0.036 -1.364 -0.784
16 H 1.927 -0.724 2.412
17 H 4.589 -0.495 1.883
18 H 4.804 -0.018 -0.865
19 H 2.276 -0.099 -1.819
20 C -4.041 3.168 -1.980
21 O -2.877 2.918 -2.759
22 H -4.894 3.266 -2.649
23 H -4.214 2.334 -1.295
24 H -3.918 4.094 -1.415
25 H -2.137 2.835 -2.147

**Net charge**: +1
**Molecular weight**: 212.10 g/mol
**Kohn-Sham gap**: 8.201 eV
**Energy**: -1379.351620 Eh

---

The following is a DFT calculation (ωB97M-V with the def2-TZVPD basis set) of C22H38P2Ru as an isolated structure in a non-equilibrium geometry.

Geometry (Å):
1 P -0.344 -1.637 -4.932
2 P 0.136 2.047 -4.994
3 C -0.501 -0.474 -6.363
4 C 0.371 0.812 -6.406
5 H -1.550 -0.181 -6.465
6 H -0.334 -1.112 -7.243
7 H 1.422 0.515 -6.438
8 H 0.217 1.362 -7.346
9 C -1.417 2.920 -5.573
10 H -1.667 3.610 -4.757
11 H -2.299 2.277 -5.729
12 H -1.191 3.507 -6.482
13 C 1.399 3.272 -5.445
14 H 1.180 3.837 -6.369
15 H 2.395 2.812 -5.543
16 H 1.461 4.000 -4.620
17 C -1.330 -3.040 -5.543
18 H -1.314 -3.887 -4.840
19 H -0.906 -3.391 -6.510
20 H -2.387 -2.781 -5.709
21 C 1.290 -2.417 -5.249
22 H 2.105 -1.703 -5.362
23 H 1.212 -3.026 -6.163
24 H 1.489 -3.071 -4.383
25 Ru -0.236 -0.241 -0.853
26 C 0.408 2.304 -2.910
27 C -0.773 1.533 -2.291
28 C -1.506 0.570 -3.233
29 C -1.714 -0.881 -2.746
30 C -0.363 -1.700 -2.969
31 C 0.974 -1.123 -2.537
32 C 1.438 0.084 -3.317
33 C 1.637 1.367 -2.491
34 C 0.093 -1.843 0.337
35 H 0.479 3.355 -2.527
36 H -1.539 2.134 -1.792
37 H -1.013 0.591 -4.250
38 H -2.484 0.991 -3.500
39 H -2.056 -0.900 -1.681
40 H -2.499 -1.327 -3.369
41 H -0.470 -2.727 -2.586
42 H 1.792 -1.855 -2.309
43 H 0.643 0.245 -4.158
44 H 2.326 -0.142 -3.946
45 H 1.686 1.057 -1.370
46 H 2.634 1.726 -2.888
47 H 0.981 -1.780 0.999
48 H 0.195 -2.726 -0.313
49 H -0.762 -1.993 1.034
50 C -0.256 1.248 0.483
51 C -0.075 0.903 1.921
52 C 1.219 0.880 2.465
53 C 1.373 0.539 3.824
54 C 0.255 0.237 4.621
55 C -1.018 0.356 4.056
56 C -1.186 0.687 2.714
57 H -1.240 1.682 0.310
58 H 0.460 1.957 0.119
59 H 2.081 1.075 1.830
60 H 2.347 0.514 4.252
61 H 0.381 0.074 5.714
62 H -1.899 0.191 4.687
63 H -2.185 0.743 2.249

**Net charge**: +2
**Molecular weight**: 465.56 g/mol
**Kohn-Sham gap (spin up / spin down)**: 6.470 / 5.933 eV
**Multiplicity**: 5
**Relative energy (zero: lowest compared OMol25 entry of this formula, charge and spin)**: 280.3 kJ/mol
**Energy**: -1637.778394 Eh

---

The lowest molecular weight belongs to which entry?
C5H7N